This record from the Open Molecules 2025 dataset describes a gas-phase ion, C4H8NO2 (charge +1) in a non-equilibrium geometry. The level of theory is ωB97M-V/def2-TZVPD.

Positions of all 15 atoms, in Å:
H (1.72, 1.46, 0.77)
C (0.89, -1.75, 0.64)
H (-2.65, 0.65, -1.80)
H (0.43, -2.53, 0.07)
C (-0.60, -0.02, -0.15)
C (-2.07, 1.42, -1.41)
H (-1.27, -0.92, -0.18)
H (-2.84, 2.08, -0.80)
O (1.88, -2.17, 1.33)
O (-0.94, 1.09, -0.57)
H (2.41, -1.44, 1.76)
H (2.55, 0.06, 0.90)
C (0.65, -0.35, 0.55)
N (1.67, 0.46, 1.18)
H (-1.83, 1.96, -2.27)

Output
* net charge: +1
* gap between HOMO and LUMO (spin up / spin down): 8.42 / 8.42 eV
* LUMO energy (spin up / spin down): -5.030 / -5.030 eV
* energy relative to the best compared isomer or geometry (same formula, charge and spin): 2.875 eV
* M: 102.11 g mol⁻¹
* HOMO level (spin up / spin down): -13.4 / -13.4 eV



This record from the Open Molecules 2025 dataset describes a gas-phase ion, C4H8NO2 (charge +1) in a non-equilibrium geometry. The level of theory is ωB97M-V/def2-TZVPD.

Positions of all 15 atoms, in Å:
N (0.64, -0.52, 1.62)
H (-1.49, 1.06, 0.29)
H (-0.30, -0.78, -1.70)
C (0.86, -1.13, 0.25)
H (-1.75, -2.27, -0.17)
H (1.38, 1.77, -0.61)
O (0.35, -1.24, 2.49)
H (0.84, -2.32, 0.34)
O (-1.61, -1.26, -0.09)
C (-0.53, 0.76, -0.10)
C (-0.45, -0.64, -0.52)
H (0.12, 2.76, 0.28)
H (1.67, -0.59, -0.25)
H (-0.01, 2.47, -1.39)
C (0.28, 1.95, -0.45)

Output
* net charge: +1
* gap between HOMO and LUMO (spin up / spin down): 7.27 / 7.28 eV
* LUMO energy (spin up / spin down): -6.893 / -6.890 eV
* energy relative to the best compared isomer or geometry (same formula, charge and spin): 6.048 eV
* M: 102.11 g mol⁻¹
* HOMO level (spin up / spin down): -14.2 / -14.2 eV



> What is the energy relative to the best compared isomer or geometry (same formula, charge and spin) in the first record?

2.875 eV



> Look up the M of the first one.

102.11 g mol⁻¹